Molecular formula: C2H9NO
Method: DFT, wB97M-V/def2-TZVPD

As for the total charge: 0. As for the SMILES: CN.CO. The HOMO-LUMO gap comes out at 10.83 eV. For the maximum force, the calculation gives 4.5 eV/Å.

Last column: Mulliken charge in e.
Atoms and positions in Å:
C1 -2.268 0.387 0.029  -0.74
N1 -1.504 -0.858 0.126  -0.58
H1 -1.714 0.915 -0.720  0.29
H2 -3.368 0.313 -0.403  0.26
H3 -2.110 1.128 0.851  0.29
H4 -2.178 -1.530 0.681  0.25
H5 -1.586 -1.423 -0.735  0.25
C2 2.667 0.384 0.054  -0.59
O1 2.358 -0.947 0.019  -0.48
H6 3.795 0.596 -0.090  0.23
H7 2.104 0.972 -0.655  0.24
H8 2.377 0.937 0.921  0.28
H9 1.426 -0.876 -0.078  0.30

Molecular formula: C6H7BrClO7
Method: DFT, wB97M-V/def2-TZVPD

As for the total charge: -1. The HOMO-LUMO gap comes out at 7.67 eV. For the maximum force, the calculation gives 4.0 eV/Å.

Last column: Mulliken charge in e.
Atoms and positions in Å:
C1 -2.332 0.217 -2.044  -0.09
C2 2.487 -0.751 0.506  0.75
C3 -2.673 -0.026 -0.614  0.12
C4 -1.461 0.181 0.537  0.38
C5 3.497 0.074 0.724  0.15
C6 -0.581 1.258 -0.041  0.43
O1 1.586 -0.794 1.495  -0.65
O2 -2.364 1.362 -2.501  -0.53
O3 2.407 -1.647 -0.534  -0.56
O4 -2.990 -1.290 -0.486  -0.63
O5 -0.940 -0.993 0.799  -1.00
O6 3.777 0.824 1.811  -0.60
O7 0.286 1.049 -0.847  -0.46
Cl1 -0.636 2.862 0.723  -0.26
Br1 4.720 0.250 -0.735  -0.24
H1 -2.267 -0.642 -2.808  0.30
H2 -3.356 0.813 -0.226  0.25
H3 -1.891 0.602 1.552  0.25
H4 -2.205 -1.731 -0.116  0.35
H5 0.627 -0.850 1.252  0.30
H6 2.881 0.830 2.354  0.35
H7 1.430 -1.597 -0.800  0.40

Molecular formula: C21H25N4OsS2
Method: DFT, wB97M-V/def2-TZVPD

As for the total charge: +3. The HOMO-LUMO gap comes out at 7.09 eV. For the maximum force, the calculation gives 0.3 eV/Å.

Last column: Mulliken charge in e.
Atoms and positions in Å:
Os1 0.358 0.262 -0.404  0.21
C1 3.666 -1.367 0.244  -1.18
C2 3.548 -0.001 -0.343  0.35
N1 2.419 0.645 -0.618  0.04
C3 2.661 1.887 -1.177  0.03
C4 3.972 2.197 -1.302  -0.54
S1 4.927 0.908 -0.729  -0.03
C5 1.491 2.641 -1.573  0.19
C6 1.429 3.851 -2.161  -0.36
S2 -0.195 4.276 -2.462  -0.01
C7 -0.760 2.845 -1.797  0.88
N2 0.233 2.047 -1.352  0.12
C8 -2.231 2.604 -1.768  -1.71
H1 3.133 -2.107 -0.353  0.32
H2 3.287 -1.397 1.268  0.34
H3 4.709 -1.678 0.274  0.47
H4 4.420 3.091 -1.706  0.46
H5 2.242 4.502 -2.443  0.47
H6 -2.747 3.451 -2.219  0.59
H7 -2.601 2.531 -0.742  0.41
H8 -2.503 1.725 -2.357  0.39
N3 -1.785 -0.033 -0.208  -0.30
C9 -2.180 0.066 1.191  0.41
C10 -3.470 -0.008 1.644  -0.53
C11 -3.735 0.068 3.027  -0.88
C12 -2.709 0.203 3.924  -0.91
C13 -1.371 0.278 3.471  0.32
C14 -0.259 0.418 4.326  -0.35
C15 1.012 0.493 3.801  -1.23
C16 1.185 0.428 2.425  0.23
N4 0.156 0.285 1.577  0.10
C17 -1.127 0.210 2.086  0.44
H9 -2.024 -0.963 -0.551  0.20
H10 -2.348 0.601 -0.766  0.13
H11 -4.294 -0.132 0.950  0.56
H12 -4.758 0.011 3.372  0.46
H13 -2.909 0.255 4.987  0.48
H14 -0.412 0.472 5.398  0.51
H15 1.878 0.608 4.436  0.48
H16 2.166 0.508 1.982  0.68
C18 -1.355 -2.462 -2.781  -1.32
C19 -0.633 -2.624 -1.446  0.83
C20 0.101 -3.976 -1.365  -1.63
C21 0.405 -1.547 -1.248  -0.13
H17 -2.049 -3.283 -2.947  0.44
H18 -0.639 -2.464 -3.605  0.40
H19 -1.921 -1.526 -2.839  0.25
H20 -1.351 -2.630 -0.616  0.37
H21 0.850 -4.060 -2.154  0.39
H22 -0.617 -4.783 -1.503  0.45
H23 0.585 -4.119 -0.398  0.40
H24 1.089 -1.445 -2.106  0.68
H25 1.059 -1.758 -0.340  -0.38

These records have energy relative to the best compared isomer or geometry (same formula, charge and spin) values of 39.4 27.9 0.0 kcal per mole, in the order they appear.